{"formula": "C42H105F6N7O14P", "method": "wB97M-V/def2-TZVPD", "species": ["P", "F", "F", "F", "F", "F", "F", "O", "O", "O", "O", "O", "O", "O", "O", "O", "O", "O", "O", "O", "O", "N", "N", "N", "N", "N", "N", "N", "C", "C", "C", "C", "C", "C", "C", "C", "C", "C", "C", "C", "C", "C", "C", "C", "C", "C", "C", "C", "C", "C", "C", "C", "C", "C", "C", "C", "C", "C", "C", "C", "C", "C", "C", "C", "C", "C", "C", "C", "C", "C", "H", "H", "H", "H", "H", "H", "H", "H", "H", "H", "H", "H", "H", "H", "H", "H", "H", "H", "H", "H", "H", "H", "H", "H", "H", "H", "H", "H", "H", "H", "H", "H", "H", "H", "H", "H", "H", "H", "H", "H", "H", "H", "H", "H", "H", "H", "H", "H", "H", "H", "H", "H", "H", "H", "H", "H", "H", "H", "H", "H", "H", "H", "H", "H", "H", "H", "H", "H", "H", "H", "H", "H", "H", "H", "H", "H", "H", "H", "H", "H", "H", "H", "H", "H", "H", "H", "H", "H", "H", "H", "H", "H", "H", "H", "H", "H", "H", "H", "H", "H", "H", "H", "H", "H", "H"], "coordinates": [[-1.170380, -0.049856, 0.183232], [-2.541742, -0.632404, -0.435172], [-0.658349, -1.536266, 0.345360], [-0.590047, 0.046340, -1.334614], [-1.815245, -0.090598, 1.650322], [0.179638, 0.601127, 0.708467], [-1.764786, 1.448062, 0.053619], [6.368725, -0.695296, -3.024017], [2.391156, -3.800487, -3.282949], [-0.520101, -0.611159, -5.245335], [1.613364, -3.112214, 4.320972], [-6.385550, 1.063376, 2.057636], [-3.283872, 2.757783, -5.237991], [-2.366468, -5.471471, -0.007302], [-11.262721, 0.615341, 4.646364], [-6.318507, -6.770460, 2.850639], [4.148126, 0.876427, 3.974145], [8.287936, 7.069520, 2.300712], [0.415204, 3.777729, -2.641477], [2.339625, 1.367168, -5.478171], [3.183516, 3.680491, 2.343577], [-8.499260, 1.862720, 4.093289], [-2.205346, 0.941790, -3.516498], [1.679680, 1.159395, -2.768569], [5.450647, 4.956551, 2.878949], [-4.961417, -4.582148, 1.733611], [5.895440, -3.686360, -2.354317], [3.424797, -1.878036, 2.600453], [-3.377362, 1.668984, -3.111159], [6.234322, 6.138389, 2.991825], [-5.184482, 0.445050, 1.663444], [-11.621911, -0.282994, 5.681008], [-2.617042, -0.277586, -4.167388], [-6.210550, 1.908986, 3.206555], [3.347666, 1.078107, -4.533749], [-9.802420, 2.463174, 4.093149], [6.874338, -2.691975, -1.947551], [-6.663050, -6.315172, 1.564315], [-10.765964, 1.852750, 5.087511], [9.698358, 7.166256, 2.397597], [2.076373, -1.352774, 2.871411], [2.208602, 2.287668, -1.999945], [-4.156962, 2.290564, -4.277840], [7.190109, -1.770496, -3.060823], [2.757953, 0.373064, -3.325740], [1.125750, 3.231340, -1.551014], [-2.484105, -4.696526, -1.149404], [2.831293, 1.806763, -6.750160], [-1.448897, -1.234771, -4.341392], [-3.730711, -3.887605, 1.301364], [1.162296, -2.515316, 3.150191], [1.266264, -4.467162, 4.354491], [1.757325, -3.891649, -1.980463], [-3.934750, 3.365335, -6.327173], [-5.444564, -5.691025, 0.951687], [3.739671, -4.219770, -3.279918], [-0.329440, 4.910387, -2.275394], [5.142074, 4.625304, 1.531065], [0.328194, -1.559134, -5.872625], [-7.309280, -7.518210, 3.516503], [4.216637, 3.455665, 1.491629], [-7.489329, 2.668280, 3.409936], [4.798029, 1.867580, 4.806484], [4.999382, 0.039595, 3.288143], [2.199879, 2.629695, 2.212144], [6.645231, 0.193709, -4.065706], [4.357899, -0.821732, 2.235746], [7.734914, 5.908032, 2.831657], [-2.469887, -4.721237, 1.128603], [4.652028, -3.115786, -2.763962], [2.898680, 2.870511, -2.624936], [-2.220971, -5.278752, 2.031272], [3.775644, -2.274964, 3.473114], [7.214805, -2.289947, -4.032333], [10.045482, 8.074813, 1.911965], [3.808184, -5.197867, -2.784947], [5.454151, -0.619104, 4.049435], [8.272821, -1.541158, -2.952681], [-0.190926, -2.213404, -6.591215], [-11.922064, 0.214770, 6.608201], [-3.516816, -3.191961, 2.133878], [7.741332, 0.280023, -4.195446], [4.747447, -2.450243, -3.613774], [-4.913613, 0.707568, 0.631320], [-5.365877, 2.569587, 2.961381], [4.697707, 2.468684, 1.650820], [1.766460, -2.914659, -1.477720], [6.257874, 1.202804, -3.972118], [5.439195, 2.496098, 4.171063], [-9.680777, 3.482844, 4.509257], [2.705741, -0.714695, -3.280483], [-1.008798, 5.156982, -3.100021], [4.149989, -2.548921, -1.963665], [1.486199, 2.630348, 3.033862], [-4.683456, 2.650770, -6.708119], [3.849563, 3.254461, 0.464659], [-5.918180, 1.322920, 4.093835], [4.078995, 0.386232, -5.033483], [-3.374326, -0.803086, -3.537355], [4.002543, -0.315125, 1.331883], [-7.498908, -5.614120, 1.667297], [-5.067643, -4.732372, 2.716894], [-12.426249, -0.919982, 5.296731], [5.817152, 0.615478, 2.826707], [-4.871350, 3.033761, -3.882300], [4.650673, 5.474223, 1.027929], [-4.789505, 1.483479, -4.705993], [1.625205, 3.993412, -0.906193], [4.031696, 1.935479, -4.363263], [5.310441, 1.436966, 5.673678], [-4.333166, 0.735795, 2.269505], [5.820186, 6.974888, 2.402332], [-5.413057, -0.617638, 1.572670], [2.685892, 1.660566, 2.127918], [8.161622, 5.797132, 3.833711], [0.707051, -4.103667, -2.198692], [-7.465177, -8.499336, 3.030829], [-1.672530, -3.948145, 1.134218], [-1.831387, -2.105912, -4.904856], [1.609394, 2.868760, 1.312320], [7.881454, 5.044337, 2.168915], [-3.820376, -3.148718, 0.491889], [1.521034, -4.992654, 5.271366], [-1.048341, 4.694166, -1.454931], [-6.971028, -7.629080, 4.542551], [0.802048, -2.156329, -5.067369], [-4.661404, -6.452127, 0.827769], [-5.720134, -5.321394, -0.044177], [-11.635883, 2.527439, 5.162870], [-8.300855, -7.027312, 3.514474], [1.267815, -3.183918, 2.280462], [6.484102, -2.104598, -1.105938], [-7.820927, 3.021063, 2.422730], [-10.805972, -0.992268, 5.911217], [-6.916682, -7.206511, 0.969512], [3.215523, 0.955192, -7.331702], [-3.141706, 2.413896, -2.355318], [-8.524303, 0.911335, 3.736818], [7.756467, -3.219210, -1.583316], [6.097655, 4.450497, 1.037745], [3.663571, 0.423083, -2.633860], [1.083426, 0.594602, -2.129999], [6.269136, -0.205166, -5.023112], [6.069544, 6.519729, 4.011935], [3.964342, 2.496556, 5.129444], [-1.809271, 0.529131, -2.653745], [3.611549, 2.562074, -6.590270], [1.149758, -1.048280, -6.375847], [-2.505991, -5.404472, -1.974463], [0.103184, -2.271802, 3.251553], [2.136078, -0.807848, 3.820763], [-3.205687, 3.570689, -7.098853], [1.736329, -0.839460, 1.978833], [-0.887775, -1.515518, -3.438950], [0.420416, 2.728105, -0.868337], [10.129533, 6.300055, 1.863505], [1.735437, -5.028109, 3.522296], [4.023487, -4.425406, -4.318360], [-10.312898, 1.800904, 6.083029], [-4.083969, 0.936647, -2.660641], [-4.434876, 4.277748, -5.977325], [-3.043365, -0.336327, -5.179204], [0.179081, -4.590830, 4.178848], [5.218087, -1.386857, 1.834811], [2.183684, -4.631192, -1.300489], [0.314419, 5.758498, -2.002899], [10.048570, 7.207640, 3.441278], [-7.289125, 3.472685, 4.130863], [5.747220, -4.418086, -1.676927], [1.929394, 2.189860, -7.225478], [-1.621562, -4.025650, -1.292565], [2.788784, 1.961027, -1.109122], [4.632104, 4.905793, 3.457387], [-3.349786, -4.029353, -1.178303], [-10.236609, 2.610610, 3.089554]], "forces_ev_per_a": [[-1.73, 1.21, -0.27], [-0.61, -0.19, -0.29], [1.01, -0.78, 0.14], [0.35, -0.37, 0.02], [0.17, -0.36, 0.79], [1.08, -0.32, 0.60], [-0.22, 0.49, -0.56], [-1.02, 2.00, 0.19], [-0.25, -0.47, 0.82], [-0.01, -0.20, -0.47], [0.60, -0.99, 1.16], [-0.37, 0.68, 0.93], [0.63, 0.79, -0.50], [-0.34, -1.36, -0.31], [0.15, -0.76, 0.22], [0.20, -0.05, 0.82], [-0.71, 1.33, 0.86], [0.60, 1.35, -0.54], [0.45, 0.34, 0.16], [0.34, 0.34, -0.30], [-1.66, -0.52, 1.48], [0.22, -0.78, -0.11], [-0.06, -0.70, 0.15], [-0.36, -0.74, 1.23], [0.56, -0.76, 0.51], [-0.12, 0.94, -1.12], [0.70, -0.11, -0.54], [-0.10, 0.47, 0.40], [-0.90, -0.03, 0.19], [-0.78, 1.08, 1.68], [-0.13, -0.45, -1.39], [0.22, -0.68, -0.39], [0.19, -1.98, 0.10], [0.49, -0.47, -1.04], [0.65, -1.67, -2.17], [0.03, 1.02, 0.69], [-0.81, -1.27, 0.98], [0.00, -0.70, 0.13], [-0.67, 0.50, -0.33], [-0.26, -0.73, -0.21], [0.28, -0.69, 0.81], [-0.15, -0.13, -0.51], [-0.41, -1.26, 0.59], [2.54, -1.27, -0.45], [2.39, 1.45, 1.87], [-0.27, -0.02, 0.97], [0.52, 0.39, -1.25], [-0.64, -0.58, 1.33], [0.68, 0.23, -1.33], [-0.43, 0.22, 1.86], [-0.07, 0.12, -1.31], [-0.76, -0.80, -0.97], [-0.37, 0.97, -0.91], [-0.43, -0.63, 0.71], [0.50, 0.37, -0.24], [-0.43, -0.04, -0.46], [-0.99, -0.37, 0.14], [0.03, 0.33, -0.40], [0.28, 0.07, 1.20], [-0.31, 0.09, -0.55], [0.85, -1.60, -2.16], [-0.09, -0.23, 0.87], [-1.07, -0.25, -1.16], [0.84, -0.26, 0.58], [-0.36, 0.91, -0.73], [0.99, -0.18, -1.36], [0.89, -1.28, -1.24], [-0.56, 0.27, 0.07], [0.86, 2.33, 1.47], [-1.03, -0.64, 0.17], [-0.07, -0.20, -0.03], [-0.44, -0.67, -0.16], [-0.22, -0.18, -0.23], [-0.63, -0.12, 0.00], [-0.29, 0.08, -0.13], [0.28, 0.22, 0.46], [0.29, -0.23, -0.27], [-0.26, 0.78, 0.10], [-0.09, 0.07, 0.20], [-0.12, 0.06, -0.16], [0.13, -0.33, -0.14], [-0.22, 0.10, 0.11], [0.40, 0.36, 0.06], [-0.12, 0.40, 0.13], [-0.25, 0.25, 0.29], [0.30, 0.36, 0.75], [0.18, -0.15, -0.04], [-0.38, -0.15, 0.69], [0.20, -0.21, 0.33], [0.10, -0.13, -0.33], [-1.11, 0.01, -1.12], [0.53, 0.12, -0.16], [-0.01, 0.01, 0.00], [0.38, 0.14, 0.27], [-0.05, 0.32, -0.21], [-0.06, 0.68, -0.03], [-0.22, 0.05, -0.13], [-0.44, -0.04, 0.36], [0.11, -0.01, -0.12], [-0.28, 0.41, 0.42], [-0.06, 0.00, -0.35], [0.44, -0.08, 0.28], [-0.11, 0.31, 0.17], [0.01, -0.04, -0.10], [0.27, 0.21, -0.17], [0.02, 0.02, -0.15], [0.09, 0.23, -0.13], [-0.25, 0.11, -0.52], [-0.85, 0.21, 0.53], [0.09, -0.09, -0.21], [0.08, -0.47, 0.32], [0.60, -0.20, -0.59], [0.62, -0.25, 0.62], [-0.08, -0.02, 0.05], [0.09, -0.78, -0.08], [0.15, -0.21, 0.22], [0.20, 0.14, 0.22], [0.03, -0.06, -0.23], [-0.01, -0.22, 0.72], [0.21, -0.43, 0.09], [0.37, -0.06, 0.29], [-0.62, -0.61, -0.11], [0.19, 0.54, 0.30], [0.60, 0.01, 0.06], [-0.06, -0.20, 0.03], [-0.11, -0.22, -0.48], [-0.20, -0.18, -0.12], [0.06, -0.14, -0.03], [0.16, 0.10, 0.12], [0.34, 0.13, 0.02], [-0.10, -0.20, 0.22], [0.14, 0.27, 0.06], [0.02, 0.28, 0.20], [0.03, 0.45, 0.03], [-0.39, 0.31, -0.18], [0.15, 0.15, 0.06], [0.26, 0.07, -0.02], [-0.04, 0.20, -0.16], [0.12, 0.05, -0.16], [-0.16, -0.29, -0.49], [-0.44, 0.13, -0.07], [0.56, 0.59, -0.90], [0.00, 0.02, 0.15], [0.18, -0.10, -0.08], [0.24, -0.04, 0.22], [0.09, 1.06, -0.59], [-0.12, 0.07, -0.36], [-0.24, 0.28, -0.05], [-0.14, 0.15, -0.22], [-0.08, 0.37, -0.12], [-0.46, 0.87, -0.49], [0.17, 0.15, -0.07], [-0.15, 0.56, 0.24], [-0.40, -0.06, 0.07], [0.02, -0.08, -0.20], [0.24, 0.25, 0.35], [0.07, 0.26, 0.20], [-0.18, 0.05, 0.03], [0.22, -0.19, -0.14], [-0.10, 0.48, 0.26], [-0.06, 0.07, -0.34], [-0.08, 1.40, 0.10], [0.20, 0.06, 0.25], [0.11, 0.25, 0.02], [0.14, -0.20, -0.30], [-0.12, -0.04, -0.03], [-0.14, -0.26, -0.12], [0.03, 0.36, -0.60], [0.04, 0.10, 0.26], [0.34, 0.29, -0.30], [0.06, -0.13, 0.17], [-0.16, 0.04, -0.16], [-0.16, 0.30, 0.14], [-0.16, -0.40, -0.01], [-0.16, -0.30, 0.14]], "orbital_gap_ev": 7.9, "homo_ev": -5.72, "charge": -1}